Record 1
The following is a DFT calculation (ωB97M-V/def2-TZVPD) of a 2-piece molecular cluster, C4H4NO2 overall at a distorted geometry.

Geometry as XYZ:
```
11
C4H4NO2, DFT ωB97M-V/def2-TZVPD
C -2.826 -2.498 -0.228
C 1.673 0.998 -0.305
C 0.337 1.144 -0.236
C -0.503 0.884 -1.358
N -2.070 -1.709 0.153
O -1.117 0.842 -2.274
O -1.195 -0.915 0.217
H -3.631 -3.130 0.047
H 2.141 1.175 0.631
H 2.273 0.957 -1.127
H -0.372 1.429 0.545
```

Summary:
E_HOMO: -14.4011 eV
Charge: +1
Largest force on an atom: 3.97 eV/Å
Kohn-Sham gap: 8.57 eV
ΔE to the lowest compared entry with this formula, charge and spin: 58.5 kJ/mol
Multiplicity: 1
DFT total energy: -359.61001 Ha
LUMO: -0.214 hartree

=====

Record 2
The following is a DFT calculation (ωB97M-V/def2-TZVPD) of C43H39BrF4NOPPdSTe as an isolated structure at a distorted geometry.

Geometry as XYZ:
```
93
C43H39BrF4NOPPdSTe, DFT ωB97M-V/def2-TZVPD
Pd -0.940 -0.088 0.934
F -6.996 1.205 -2.188
C -5.975 0.537 -1.677
C -5.711 -0.753 -2.097
F -6.485 -1.321 -3.009
C -4.635 -1.442 -1.553
F -4.443 -2.690 -1.977
C -3.791 -0.872 -0.616
P -2.275 -1.702 -0.019
C -2.816 -2.956 1.140
C -1.853 -3.845 1.627
C -2.213 -4.800 2.563
C -3.522 -4.863 3.028
C -4.472 -3.968 2.562
C -4.120 -3.012 1.620
C -1.574 -2.493 -1.482
C -1.636 -3.863 -1.711
C -1.055 -4.404 -2.847
C -0.425 -3.578 -3.766
C -0.374 -2.207 -3.547
C -0.938 -1.667 -2.403
C -4.107 0.420 -0.189
Br -3.132 1.272 1.196
C -5.172 1.126 -0.705
F -5.472 2.354 -0.299
H -0.828 -3.781 1.284
H -1.469 -5.492 2.934
H -3.799 -5.612 3.757
H -5.487 -4.012 2.929
H -4.869 -2.315 1.264
H -2.144 -4.513 -1.010
H -1.104 -5.471 -3.017
H 0.026 -4.002 -4.653
H 0.113 -1.558 -4.262
H -0.872 -0.602 -2.218
C -0.853 -0.799 4.117
S 0.032 0.515 3.271
C 1.684 -0.188 3.325
H -0.830 -1.723 3.535
H -1.887 -0.485 4.258
H -0.408 -0.960 5.098
H 2.014 -0.257 4.360
H 2.361 0.474 2.787
H 1.686 -1.167 2.852
C -2.868 5.213 -0.764
C -1.665 4.314 -0.752
C -1.288 3.591 -1.875
C -0.164 2.769 -1.878
C 0.201 2.054 -3.151
C 0.593 2.673 -0.708
Te 2.324 1.499 -0.814
N 0.886 -0.252 -0.229
C 1.309 -1.473 0.174
O 0.608 -2.083 1.011
C 2.538 -2.096 -0.388
C 3.198 -3.055 0.374
C 4.350 -3.652 -0.113
C 4.833 -3.305 -1.369
C 4.164 -2.366 -2.141
C 3.017 -1.762 -1.649
C 3.604 2.967 0.018
C 3.401 4.302 -0.348
C 4.299 5.272 0.063
C 5.393 4.910 0.840
C 5.586 3.588 1.192
C 4.701 2.586 0.788
C 4.968 1.174 1.233
C 0.228 3.362 0.454
C 0.959 3.304 1.768
C -0.902 4.174 0.399
H -3.406 5.147 -1.708
H -2.574 6.253 -0.614
H -3.562 4.955 0.036
H -1.873 3.672 -2.783
H -0.635 2.090 -3.848
H 0.456 1.004 -2.987
H 1.060 2.518 -3.641
H 2.801 -3.323 1.343
H 4.868 -4.392 0.479
H 5.728 -3.777 -1.751
H 4.531 -2.116 -3.127
H 2.469 -1.058 -2.264
H 2.548 4.598 -0.945
H 4.147 6.304 -0.221
H 6.097 5.661 1.169
H 6.445 3.319 1.794
H 6.007 0.901 1.054
H 4.352 0.422 0.732
H 4.786 1.065 2.305
H 1.583 2.416 1.876
H 0.242 3.311 2.586
H 1.616 4.165 1.888
H -1.193 4.710 1.296
```

Summary:
E_HOMO (alpha / beta): -9.5490 / -10.6037 eV
Charge: +1
Largest force on an atom: 1.08 eV/Å
Kohn-Sham gap (alpha / beta): 5.53 / 6.59 eV
ΔE to the lowest compared entry with this formula, charge and spin: 127.4 kJ/mol
Multiplicity: 2
DFT total energy: -5900.61289 Ha
⟨S²⟩: 1.0196
LUMO (alpha / beta): -0.148 / -0.148 hartree

=====

The lowest ΔE to the lowest compared entry with this formula, charge and spin belongs to which entry?
C4H4NO2